A structure of composition C12H18I2O4RuSTl, computed with ωB97M-V/def2-TZVPD.

## Properties
spin multiplicity	6
E_HOMO (spin up / spin down)	-21.662 / -23.468	eV
charge	+4
E_tot	-55184.80403	eV
largest force on an atom	9.852	eV/Å

Atoms and positions in Å:
I -0.9313 -2.7093 1.0711
I 1.7207 -2.6595 1.1410
Ru 1.6007 -0.3362 -0.9200
Tl 0.6514 1.9883 0.3889
S -0.6304 -0.8880 -1.1959
C -0.9686 2.4279 -2.0896
C 0.0917 5.0310 -0.6652
C -1.0357 -2.0413 -2.5789
C -0.3435 -3.3831 -2.4192
C -0.5915 -1.3546 -3.8682
C -2.5489 -2.2259 -2.5555
C 3.1540 0.3527 -0.2039
C 2.5356 -1.0845 -2.2976
O -0.1621 6.0091 -1.1978
O -1.4938 2.4463 -3.1010
O 4.1579 0.7821 0.2107
O 3.1632 -1.5321 -3.1774
H -0.6276 -4.0032 -3.2835
H -0.6455 -3.8777 -1.4923
H 0.7454 -3.2689 -2.4138
H -0.9495 -1.9451 -4.7209
H 0.5003 -1.2923 -3.9215
H -1.0103 -0.3468 -3.9293
H -2.8498 -2.7930 -3.4459
H -3.0560 -1.2576 -2.5712
H -2.8596 -2.7734 -1.6611
C -0.0057 0.7000 4.9290
C -0.0833 1.4405 3.5868
C -0.2193 2.9501 3.8032
C 1.1020 1.1550 2.7161
H 0.9198 0.9545 5.4586
H -0.0176 -0.3812 4.7801
H -0.8448 0.9706 5.5750
H -0.9876 1.0690 3.0657
H 0.6971 3.3648 4.2492
H -0.4099 3.4870 2.8679
H -1.0487 3.1694 4.4829
H 1.9951 1.7498 2.9085
H 1.2864 0.1057 2.4750

Cartesian forces, eV/Å:
I 0.57 -1.07 0.91
I -0.87 -0.24 -0.01
Ru -4.34 0.45 2.22
Tl -0.41 1.07 0.10
S -0.56 0.64 -1.14
C -1.39 -0.08 -2.56
C -0.60 2.56 -1.37
C -0.63 -0.99 -0.66
C 0.40 0.35 -0.12
C 0.37 0.62 0.27
C -0.12 0.38 0.13
C 7.98 2.90 2.15
C 5.39 -3.88 -7.28
O 0.77 -2.93 1.65
O 1.36 0.03 2.65
O -4.40 -1.84 -1.52
O -2.94 2.14 4.08
H 0.09 0.00 0.39
H -0.11 -0.35 -0.03
H 0.01 -0.19 -0.04
H 0.01 0.08 0.16
H -0.15 -0.02 -0.20
H -0.02 -0.10 -0.27
H 0.03 0.06 0.26
H -0.11 -0.17 -0.08
H -0.15 -0.07 -0.09
C 0.94 -0.77 0.50
C -0.46 1.14 -1.40
C 0.11 0.09 0.36
C -0.60 -0.06 2.02
H -0.18 0.00 -0.05
H -0.03 -0.01 0.12
H -0.04 0.14 -0.32
H 0.09 -0.06 0.24
H -0.25 -0.09 -0.07
H -0.06 0.05 -0.10
H 0.14 -0.01 -0.18
H 0.13 0.09 -0.24
H 0.02 0.12 -0.51



A structure of composition C12H18N2O, computed with ωB97M-V/def2-TZVPD.

## Properties
E_HOMO	-7.473	eV
charge	0
E_tot	-17754.19471	eV
largest force on an atom	12.021	eV/Å

Atoms and positions in Å:
C 3.5259 -1.9391 -0.7531
C 2.9497 -1.3394 0.6889
C 1.2795 0.3422 0.1716
C 2.1067 1.3694 -0.2887
C 1.5842 2.7057 -0.5952
C 0.1725 2.9434 -0.3539
C -0.4648 1.7837 0.0833
C 0.0823 0.5114 0.5181
C -1.0160 -1.4182 -0.2213
C -2.4051 -1.8856 -0.8126
C -3.2312 0.1669 0.0987
C -2.1995 0.1116 1.2206
H 2.5773 -2.5374 -0.6511
H 4.4114 -2.9393 -0.6427
H 3.5174 -1.1313 -1.3663
H 3.4765 -0.6734 1.3500
H 2.6122 -2.2902 1.1540
H 3.1116 0.8854 -0.5946
H 2.5203 3.5517 -0.7438
H -0.0724 3.9828 -0.5685
H -1.6186 1.7814 0.4234
H -0.8617 -2.3236 0.2792
H -0.3706 -1.3451 -1.1063
H -2.2496 -2.4458 -1.8285
H -2.9084 -2.2863 0.0084
H -2.2044 0.0510 -1.7911
H -4.0947 -0.5326 0.3611
H -3.6034 1.1454 0.1555
H -2.2720 1.0088 1.8602
H -2.6300 -0.7399 1.8394
N -0.9865 -0.3073 0.9079
N -2.8608 -0.5363 -1.1753
O 1.6606 -0.9209 0.6494

Cartesian forces, eV/Å:
C -0.86 -4.76 5.77
C 1.37 -3.23 0.25
C 6.59 -2.63 0.63
C 0.70 0.40 -1.78
C 3.15 -0.84 1.24
C 3.60 -1.37 -0.37
C -3.32 1.27 1.89
C -10.11 6.45 -0.77
C -0.94 -2.47 0.82
C 3.59 4.25 -2.82
C -1.32 -3.11 -0.72
C -5.23 -1.03 2.94
H 0.83 0.26 -2.31
H -2.35 4.01 -0.47
H 0.66 1.52 -2.77
H 1.06 0.12 0.00
H 2.00 0.17 0.87
H -1.20 1.92 0.63
H -3.33 -2.32 -0.01
H -1.14 -0.57 0.31
H 3.04 1.16 -1.61
H 2.07 -1.37 1.11
H 0.25 0.81 0.85
H -0.41 0.34 2.44
H -1.66 -1.03 0.53
H -0.96 -1.67 1.43
H 0.76 1.33 0.35
H -0.77 1.46 -1.52
H 0.33 -0.48 -0.17
H 0.37 1.00 0.21
N 6.41 -4.60 -3.87
N -1.71 3.13 -0.80
O -1.47 1.89 -2.27



An isolated molecule of C12H18N2O4S, computed with ωB97M-V/def2-TZVPD.

## Properties
E_HOMO	-9.058	eV
charge	0
structure (SMILES)	CCCCOC(=O)CSCC(=O)Nc1cc(C)on1
E_tot	-34741.27037	eV
largest force on an atom	1.169	eV/Å

Atoms and positions in Å:
C -2.9768 -3.7815 -0.9978
C -2.2611 -2.9102 0.0267
C -2.3226 -1.4337 -0.3541
C -1.5925 -0.5756 0.6723
H -2.0907 -0.6346 1.6440
H -0.5438 -0.8757 0.7620
O -1.5585 0.8016 0.2596
C -2.5571 1.5966 0.6502
O -3.4967 1.2420 1.3053
C -2.3572 3.0187 0.1630
H -3.1327 3.6460 0.6003
H -2.4170 3.0635 -0.9229
S -0.7497 3.7273 0.6877
C 0.2858 3.5877 -0.8206
C 1.5358 2.7498 -0.5894
O 2.6466 3.1619 -0.8206
N 1.2462 1.5029 -0.1312
C 2.1540 0.5162 0.1707
N 1.7289 -0.6622 0.5711
O 2.8327 -1.4229 0.7914
C 3.9348 -0.7019 0.5225
C 3.5716 0.5498 0.1181
H 4.1828 1.3753 -0.1727
C 5.2585 -1.3436 0.7022
H 5.3194 -2.2508 0.1035
H 6.0428 -0.6562 0.4016
H 5.4010 -1.6208 1.7456
H 0.2753 1.2558 0.0329
H 0.5869 4.5945 -1.1089
H -0.3171 3.1412 -1.6089
H -3.3645 -1.1107 -0.4174
H -1.8595 -1.2871 -1.3326
H -1.2158 -3.2156 0.1027
H -2.7213 -3.0479 1.0069
H -2.5199 -3.6720 -1.9788
H -2.9240 -4.8285 -0.7102
H -4.0245 -3.4993 -1.0742

Cartesian forces, eV/Å:
C 0.13 0.04 0.22
C -0.10 0.16 -0.22
C 0.17 0.12 0.32
C -0.20 -0.63 0.07
H 0.12 0.01 -0.10
H -0.25 0.06 0.03
O 0.21 0.08 -0.23
C -0.17 0.42 -0.03
O -0.08 -0.10 0.03
C 0.41 0.10 0.30
H 0.00 -0.13 -0.10
H -0.08 -0.01 -0.01
S -0.22 0.06 -0.30
C -0.13 0.26 0.41
C -0.43 0.03 -0.08
O 0.30 0.12 -0.03
N -0.27 -0.41 0.07
C 0.66 -0.71 0.17
N -0.88 0.73 -0.23
O 0.84 -0.24 0.06
C -0.22 0.72 -0.24
C 0.08 -0.49 0.17
H 0.19 0.12 -0.05
C -0.23 -0.14 0.07
H 0.07 -0.04 -0.04
H 0.04 0.01 -0.01
H 0.07 -0.01 0.05
H 0.00 0.21 0.00
H 0.05 -0.18 -0.07
H 0.02 0.00 -0.07
H -0.02 0.02 -0.05
H -0.01 0.02 -0.05
H 0.04 -0.03 0.09
H 0.05 -0.03 0.08
H 0.02 -0.02 -0.13
H -0.04 -0.13 -0.05
H -0.12 0.00 -0.05



An isolated molecule of C12H18N4O5S, computed with ωB97M-V/def2-TZVPD.

## Properties
E_HOMO	-9.106	eV
charge	0
structure (SMILES)	CC(C)(C)OC(=O)C(C)(C)O/N=C(\C(=O)O)c1nsc(N)n1
E_tot	-39767.37916	eV
largest force on an atom	4.348	eV/Å

Atoms and positions in Å:
O 2.7529 -0.4820 3.7348
O 1.5263 -0.9344 -2.0288
N 0.9925 2.6153 3.7442
N -0.7802 2.1770 2.3817
N 0.8731 -0.0752 1.3726
O 3.7594 1.1375 2.5204
O 1.6504 -1.1649 0.9140
O -0.7309 -0.9610 -1.5152
S 0.0007 3.9485 4.0840
C 2.6579 0.4444 2.9435
C 0.5966 -1.2327 -1.2746
C 0.5045 1.8383 2.8134
C -1.1139 3.2615 2.9352
C 1.3508 0.7057 2.3445
N -2.3809 3.6528 2.6711
C -0.2399 -2.6440 0.7412
C 1.8710 -3.1999 -0.2053
C -2.6397 0.2327 -2.4050
C -0.3963 1.2773 -2.4695
C -0.9550 -0.7210 -3.9786
C 0.9682 -2.0300 0.0121
C -1.1089 -0.0615 -2.6139
H 4.5015 0.7799 3.0627
H -2.9426 2.9444 2.1793
H -2.8325 4.2644 3.3824
H -0.9143 -1.8633 1.0368
H 0.0958 -3.1488 1.6594
H -0.7610 -3.3690 0.1154
H 2.7925 -2.8558 -0.6318
H 2.1379 -3.7243 0.6852
H 1.4042 -3.9400 -0.9194
H -2.8348 0.6806 -1.4222
H -3.2699 -0.6728 -2.4736
H -2.9686 0.9527 -3.1726
H 0.6043 1.2345 -2.8705
H -0.9555 2.0681 -2.9822
H -0.3556 1.5262 -1.3964
H -1.4134 -0.0736 -4.7722
H 0.0821 -0.9276 -4.2230
H -1.5287 -1.6601 -3.9795

Cartesian forces, eV/Å:
O -0.02 1.34 -0.79
O -2.10 -0.23 1.25
N 1.32 0.18 0.27
N 2.82 -2.74 -1.21
N 0.25 0.84 1.27
O -0.99 -0.50 0.62
O 0.83 2.07 1.52
O 1.53 -0.47 0.57
S 0.37 -1.89 -1.09
C 2.23 -1.80 1.56
C 1.32 0.29 -1.96
C -0.79 1.41 0.77
C -2.14 0.71 0.52
C -1.77 -1.64 -3.62
N -1.44 1.80 1.00
C -0.07 0.32 0.18
C 0.51 -0.43 -2.20
C 0.32 -0.42 0.21
C 0.00 0.00 0.38
C -0.49 0.01 -0.30
C -2.80 -0.53 1.15
C -1.46 0.71 -0.07
H -0.59 0.23 -0.47
H 0.43 0.76 0.60
H 0.30 -0.92 -1.22
H -0.55 0.30 0.07
H 0.06 0.15 -0.37
H 0.02 0.11 -0.05
H 0.60 0.07 -0.51
H -0.23 -0.12 0.85
H 0.42 0.88 0.71
H 0.23 -0.06 -0.17
H 0.42 0.28 -0.07
H 0.16 -0.35 0.24
H 0.32 0.06 -0.02
H 0.08 -0.22 0.04
H 0.05 0.03 -0.36
H 0.51 -0.42 0.74
H 0.09 0.03 -0.04
H 0.25 0.18 -0.04



An isolated molecule of C12H18NO2, computed with ωB97M-V/def2-TZVPD.

## Properties
spin multiplicity	2
E_HOMO (spin up / spin down)	-8.678 / -8.672	eV
charge	0
E_tot	-18318.30950	eV
largest force on an atom	4.942	eV/Å

Atoms and positions in Å:
C -2.1817 -2.8228 -0.8335
C -1.7475 -1.5892 -0.1245
C -0.5153 -1.4837 0.4273
C -0.0380 -0.1964 1.0123
C -1.1804 0.8482 0.9649
C -2.4450 0.1560 1.4872
C -2.6388 -0.3909 0.0481
C -1.8487 0.8874 -0.4523
C -2.8112 2.0576 -0.5790
C -0.9593 0.8151 -1.6603
O 1.1051 0.3545 0.3366
C 2.2038 -0.5448 0.2940
O 2.2319 -1.5089 1.0700
N 3.0507 -0.1532 -0.6436
C 4.1860 -1.0079 -0.7463
H -3.2466 -2.7924 -1.0917
H -1.6093 -2.9633 -1.7648
H -2.0022 -3.7088 -0.2067
H 0.1778 -2.3284 0.4172
H 0.1962 -0.3367 2.0845
H -0.9305 1.8295 1.3786
H -2.2639 -0.5957 2.2567
H -3.2130 0.8601 1.8098
H -3.6572 -0.4817 -0.3349
H -3.4366 1.9237 -1.4736
H -3.4765 2.1635 0.2863
H -2.2476 2.9920 -0.6957
H -1.5614 0.5918 -2.5512
H -0.4933 1.7972 -1.8033
H -0.1581 0.0803 -1.5724
H 4.5760 -0.9038 -1.7619
H 5.0021 -0.7304 -0.0584
H 3.9558 -2.0682 -0.5625

Cartesian forces, eV/Å:
C -0.23 -0.58 -0.24
C 1.25 0.37 1.04
C -0.73 -0.81 -0.96
C -0.91 0.96 1.26
C 0.23 0.18 -0.63
C 0.03 -0.23 0.19
C 0.14 0.55 -0.45
C -0.28 -0.32 0.87
C -0.08 0.23 -0.14
C 0.07 0.07 -0.53
O 1.62 -1.63 -0.17
C -3.91 -0.06 3.02
O 0.67 1.27 -1.35
N 1.76 0.35 -0.84
C 0.43 -0.62 -0.91
H 0.21 -0.04 0.05
H -0.22 0.07 0.25
H -0.09 0.19 -0.22
H -0.28 0.26 -0.07
H 0.26 -0.01 -0.39
H 0.34 -0.23 0.12
H -0.22 0.00 0.02
H 0.09 -0.17 -0.03
H 0.07 -0.30 -0.01
H 0.11 0.09 0.17
H 0.15 0.00 -0.25
H -0.14 -0.09 0.02
H 0.12 0.04 0.04
H 0.03 -0.16 -0.08
H -0.27 0.12 -0.12
H 0.14 0.04 0.15
H -0.35 0.17 0.01
H 0.00 0.29 0.16



A cluster of 2 separate species, C12H18NO2 in total, computed with ωB97M-V/def2-TZVPD.

## Properties
E_HOMO	-11.261	eV
charge	+1
E_tot	-18309.94697	eV
largest force on an atom	6.718	eV/Å

Atoms and positions in Å:
C -1.9892 -0.9288 -3.2047
C -0.9373 -1.6980 -3.4367
C -1.8695 0.4786 -2.9916
C 0.3875 -1.1376 -3.4632
C -0.4540 0.7265 -2.3231
C 0.6099 0.1404 -3.1183
C -0.1674 1.2836 -1.2116
C 1.9173 0.8017 -3.1633
C 1.0986 -0.8127 0.9721
C 0.4470 1.3943 3.0195
C -1.7582 1.2812 2.2667
C -0.2358 -0.3810 1.3253
N -0.3778 1.0682 1.8332
O 0.1329 2.0965 -0.3840
O -1.2362 -1.0207 1.3031
H -2.9876 -1.3324 -3.5049
H -1.0608 -2.8042 -3.4793
H -2.0965 1.1887 -3.9346
H 1.3133 -1.6917 -3.6481
H 2.6863 0.0966 -2.7597
H 2.1470 1.0373 -4.1917
H 1.8192 1.6764 -2.5186
H 1.2268 -1.6370 0.3642
H 1.7191 -0.0348 0.4654
H 1.6200 -1.3203 1.7901
H 1.3721 0.8685 2.8518
H 0.5237 2.4137 3.2262
H -0.0375 0.9772 3.9389
H -1.7836 2.2531 2.7136
H -2.6545 1.0477 1.6585
H -1.8933 0.5128 3.1143
H -0.1189 1.5278 0.8921
H -2.5450 0.7857 -2.3882

Cartesian forces, eV/Å:
C -1.83 -1.96 -2.18
C 0.38 -2.19 0.84
C 4.59 1.58 -3.37
C 1.12 0.42 0.06
C -2.19 0.01 -2.72
C 0.00 -1.62 0.64
C -0.32 2.02 0.28
C 0.74 -0.60 0.87
C 2.53 1.30 0.17
C 0.08 -2.51 0.50
C -1.75 -1.85 2.03
C -1.53 -0.54 0.91
N -0.76 -1.30 -0.33
O 0.07 -0.30 -0.55
O 0.26 0.00 -0.18
H 0.74 0.35 0.86
H 0.09 1.04 -0.47
H 1.14 -1.64 1.59
H -0.68 -0.27 -0.70
H -0.29 0.77 -0.39
H 0.37 0.45 -0.10
H 0.77 0.26 -0.39
H -1.16 -1.73 -2.06
H -0.30 -0.30 0.98
H 0.08 1.03 0.78
H 0.68 0.44 0.36
H 0.38 1.74 -0.37
H 0.35 -0.01 -0.97
H -0.35 0.63 0.01
H 1.22 0.46 -0.56
H 0.06 1.31 -1.07
H 0.10 0.93 1.11
H -4.64 2.07 4.39